*a*
Formula: C8H12
Source: OMol25
Level of theory: ωB97M-V/def2-TZVPD

Cartesian coordinates (Å):
C1 -2.25 -0.15 1.43
C2 -1.63 0.73 0.36
C3 -2.13 1.13 -0.82
C4 -0.25 1.20 0.79
C5 0.71 0.02 0.63
C6 1.25 -0.04 -0.54
C7 1.96 -1.19 -1.16
C8 3.24 -1.61 -1.14
H1 -3.30 0.18 1.52
H2 -2.41 -1.19 0.93
H3 -1.65 -0.08 2.25
H4 -1.56 1.79 -1.51
H5 -3.05 0.89 -1.24
H6 0.08 2.19 0.29
H7 -0.07 1.42 1.84
H8 0.93 -0.66 1.37
H9 1.28 0.84 -1.27
H10 1.26 -1.90 -1.77
H11 3.89 -1.13 -0.34
H12 3.71 -2.42 -1.63

Output
LUMO level in eV: 1.01
SMILES: C=C/C=C/CC(=C)C
2S+1: 1
Gap between HOMO and LUMO in eV: 10.05

---

*b*
Formula: C8H12
Source: OMol25
Level of theory: ωB97M-V/def2-TZVPD

Cartesian coordinates (Å):
C1 -1.08 -2.14 0.39
C2 -1.14 -1.78 -0.89
C3 -0.83 0.09 1.43
C4 -0.09 -1.18 0.95
C5 -0.61 0.77 0.05
C6 0.09 -0.49 -0.43
C7 0.27 1.98 0.06
C8 1.33 -0.63 -1.28
H1 -1.57 -2.89 1.07
H2 -1.79 -2.31 -1.59
H3 -1.83 -0.06 1.69
H4 -0.18 0.56 2.15
H5 0.66 -1.62 1.46
H6 -1.52 1.04 -0.67
H7 0.40 2.51 -0.85
H8 1.26 1.95 0.56
H9 -0.31 2.54 0.87
H10 1.82 0.34 -1.23
H11 1.13 -0.83 -2.42
H12 2.01 -1.30 -0.89

Output
LUMO level in eV: 1.08
SMILES: C[C@@H]1C[C@H]2C=C[C@@]12C
2S+1: 1
Gap between HOMO and LUMO in eV: 10.04

---

*c*
Formula: C8H12
Source: OMol25
Level of theory: ωB97M-V/def2-TZVPD

Cartesian coordinates (Å):
C1 1.46 -1.08 0.04
C2 2.10 0.30 -0.28
C3 0.95 1.24 0.06
C4 -0.73 1.26 -0.01
C5 -2.04 0.37 -0.36
C6 -1.43 -1.18 0.10
C7 0.08 -0.63 -0.26
C8 -0.08 0.39 0.87
H1 1.44 -1.32 1.20
H2 1.73 -1.93 -0.48
H3 2.63 0.02 -1.33
H4 2.94 0.51 0.43
H5 1.10 2.40 -0.08
H6 -1.28 2.29 0.09
H7 -2.24 0.23 -1.44
H8 -2.79 0.87 0.23
H9 -1.63 -1.73 1.25
H10 -1.83 -1.82 -0.55
H11 -0.13 -0.35 -1.29
H12 -0.26 0.15 1.79

Output
LUMO level in eV: 1.21
SMILES: C1C[C@@H]2[C@@H]3CC[C@@H]1[C@H]23
2S+1: 1
Gap between HOMO and LUMO in eV: 9.56

---

Which structure is the most stable? The one labeled *a*.

---

*a*
Formula: C8H12
Source: OMol25
Level of theory: ωB97M-V/def2-TZVPD

Cartesian coordinates (Å):
C1 -1.27 -1.07 -0.80
C2 0.21 -0.68 -0.52
C3 1.27 -1.23 -1.44
C4 0.45 1.22 -0.20
C5 0.43 0.18 0.60
C6 0.40 -0.46 1.95
C7 0.14 0.25 3.06
C8 -0.51 2.16 -0.89
H1 -1.29 -1.29 -1.87
H2 -1.66 -1.85 -0.12
H3 -1.92 -0.20 -0.65
H4 2.24 -1.41 -0.93
H5 0.92 -2.17 -1.90
H6 1.59 -0.48 -2.17
H7 0.94 -1.40 2.04
H8 0.13 1.34 3.03
H9 0.19 -0.29 4.00
H10 0.04 3.06 -1.18
H11 -1.03 1.80 -1.84
H12 -1.26 2.52 -0.15

Output
LUMO level in eV: 0.41
2S+1: 1
Gap between HOMO and LUMO in eV: 7.57

---

*b*
Formula: C8H12
Source: OMol25
Level of theory: ωB97M-V/def2-TZVPD

Cartesian coordinates (Å):
C1 2.22 0.88 -0.55
C2 1.45 -0.33 -0.24
C3 2.25 -1.25 0.60
C4 -0.06 -0.17 -0.22
C5 -0.91 -1.12 -0.66
C6 -2.34 -0.69 -0.41
C7 -2.14 0.39 0.56
C8 -0.79 1.03 0.30
H1 3.31 0.75 -0.68
H2 2.35 1.72 0.31
H3 1.90 1.52 -1.38
H4 1.82 -2.11 1.42
H5 3.31 -1.22 0.59
H6 -0.41 -2.08 -0.79
H7 -2.95 -0.38 -1.28
H8 -2.99 -1.39 -0.09
H9 -2.98 1.00 0.30
H10 -1.89 0.29 1.77
H11 -0.37 1.46 1.14
H12 -0.78 1.69 -0.70

Output
LUMO level in eV: 0.78
SMILES: C=C(C)C1=CCCC1
2S+1: 1
Gap between HOMO and LUMO in eV: 9.07

---

*c*
Formula: C8H12
Source: OMol25
Level of theory: ωB97M-V/def2-TZVPD

Cartesian coordinates (Å):
C1 1.95 0.79 0.32
C2 2.03 -0.76 -0.30
C3 0.48 -0.66 0.02
C4 -0.99 -1.03 -0.19
C5 -1.43 -0.16 1.04
C6 -0.88 1.06 0.16
C7 -1.65 0.19 -0.94
C8 0.45 0.68 -0.25
H1 1.96 0.49 1.36
H2 2.53 1.73 -0.12
H3 2.43 -0.65 -1.46
H4 2.32 -1.73 0.44
H5 0.75 -0.75 0.98
H6 -1.43 -2.01 -0.10
H7 -0.85 -0.76 2.03
H8 -2.46 -0.10 1.39
H9 -1.16 2.19 0.59
H10 -1.49 0.34 -2.00
H11 -2.80 0.05 -0.93
H12 0.47 0.60 -1.41

Output
LUMO level in eV: 1.14
2S+1: 1
Gap between HOMO and LUMO in eV: 10.99

---

*d*
Formula: C8H12
Source: OMol25
Level of theory: ωB97M-V/def2-TZVPD

Cartesian coordinates (Å):
C1 1.38 -1.45 0.60
C2 0.51 -0.33 0.17
C3 0.42 0.86 0.98
C4 -0.73 1.50 0.30
C5 -0.74 1.06 -1.24
C6 0.60 0.13 -1.25
C7 -1.63 0.42 -0.20
C8 -0.87 -0.82 0.23
H1 0.95 -2.32 0.05
H2 1.37 -1.64 1.73
H3 2.45 -1.37 0.24
H4 1.28 1.55 1.14
H5 0.21 0.71 2.00
H6 -1.01 2.54 0.52
H7 -1.23 1.67 -2.16
H8 0.51 -0.79 -1.82
H9 1.62 0.52 -1.67
H10 -2.81 0.43 -0.21
H11 -1.22 -1.11 1.20
H12 -1.06 -1.57 -0.61

Output
LUMO level in eV: 0.99
SMILES: C[C@]12C[C@@H]3[C@H](C1)[C@@H]3C2
2S+1: 1
Gap between HOMO and LUMO in eV: 10.26

---

Which structure is the most stable? The one labeled *d*.

---

*a*
Formula: C5H12NOS
Source: OMol25
Level of theory: ωB97M-V/def2-TZVPD

Cartesian coordinates (Å):
C1 -0.51 -1.94 2.38
C2 0.22 -0.80 1.93
C3 0.00 0.10 -2.25
C4 -1.16 2.20 -1.46
C5 1.33 -2.29 0.13
N1 -0.93 1.05 -2.31
O1 0.88 0.20 -1.43
S1 1.29 -0.63 0.65
H1 -0.95 -1.79 3.32
H2 0.18 -2.71 2.58
H3 0.13 0.22 2.46
H4 -0.08 -0.74 -2.95
H5 -0.69 2.04 -0.52
H6 -0.80 3.08 -2.00
H7 -2.20 2.29 -1.50
H8 2.17 -2.54 -0.59
H9 0.39 -2.60 -0.35
H10 1.49 -2.92 0.95
H11 -1.46 0.85 -3.18
H12 -1.29 -2.32 1.55

Output
LUMO level in eV: -4.84
Net charge: +1
2S+1: 1
Gap between HOMO and LUMO in eV: 8.49

---

*b*
Formula: C5H12NOS
Source: OMol25
Level of theory: ωB97M-V/def2-TZVPD

Cartesian coordinates (Å):
O1 1.31 -0.63 -2.75
C1 0.70 -0.77 -1.65
C2 -0.16 0.63 -1.31
C3 -1.20 0.48 -0.21
C4 -0.65 -0.23 1.04
S1 0.85 0.60 1.58
C5 1.23 -0.30 3.09
N1 -0.74 1.21 -2.48
H1 1.32 -1.02 -0.78
H2 0.62 1.34 -1.03
H3 -2.01 -0.12 -0.64
H4 -1.62 1.46 0.01
H5 -0.41 -1.27 0.78
H6 -1.41 -0.20 1.81
H7 1.41 -1.36 2.89
H8 0.42 -0.23 3.81
H9 2.15 0.12 3.49
H10 -0.08 1.06 -3.24
H11 -0.15 -1.51 -1.67
H12 -1.59 0.75 -2.78

Output
LUMO level in eV: -8.79
Net charge: +1
2S+1: 1
Gap between HOMO and LUMO in eV: 3.95

---

Which structure is the most stable? The one labeled *a*.

---

*a*
Formula: C5H14N2O
Source: OMol25
Level of theory: ωB97M-V/def2-TZVPD

Cartesian coordinates (Å):
C1 0.12 0.68 1.51
C2 0.31 0.02 0.16
C3 0.02 -1.51 0.22
C4 -1.40 -1.82 0.67
O1 0.97 -2.16 1.10
N1 -0.52 0.57 -0.92
C5 0.14 1.32 -2.01
N2 1.28 2.15 -1.70
H1 0.52 1.68 1.44
H2 0.69 0.15 2.26
H3 -0.91 0.79 1.85
H4 1.38 0.06 -0.04
H5 0.23 -1.95 -0.74
H6 -2.10 -1.05 0.39
H7 -1.74 -2.72 0.19
H8 -1.52 -1.94 1.75
H9 0.64 -2.10 2.00
H10 -1.25 1.13 -0.51
H11 0.49 0.59 -2.73
H12 -0.66 1.88 -2.46
H13 1.18 2.67 -0.84
H14 2.10 1.57 -1.59

Output
LUMO level in eV: 0.90
SMILES: C[C@H](O)[C@H](C)NCN
2S+1: 1
Gap between HOMO and LUMO in eV: 9.63

---

*b*
Formula: C5H14N2O
Source: OMol25
Level of theory: ωB97M-V/def2-TZVPD

Cartesian coordinates (Å):
C1 0.04 -1.44 -1.29
C2 -1.71 -1.08 0.53
N1 -1.11 -0.58 -0.70
O1 -0.21 -2.82 -1.33
H1 -0.90 -3.01 -1.98
H2 -1.84 -0.57 -1.41
H3 0.91 -1.30 -0.66
H4 0.23 -1.04 -2.30
H5 -2.01 -2.13 0.52
H6 -2.59 -0.48 0.77
H7 -0.95 -0.97 1.30
C3 0.76 2.04 -1.16
C4 1.25 0.60 2.22
C5 0.63 1.31 1.06
N2 1.14 1.15 -0.11
H8 0.19 2.29 1.34
H9 0.43 3.03 -0.80
H10 -0.04 1.58 -1.75
H11 1.63 2.18 -1.82
H12 0.50 0.46 3.00
H13 2.06 1.18 2.65
H14 1.61 -0.38 1.91

Output
LUMO level in eV: 0.84
SMILES: C/C=N/C.CNCO
2S+1: 1
Gap between HOMO and LUMO in eV: 9.76

---

Which structure is the most stable? The one labeled *a*.

---

*a*
Formula: C5H14N2O
Source: OMol25
Level of theory: ωB97M-V/def2-TZVPD

Cartesian coordinates (Å):
C1 2.53 -1.12 1.26
N1 1.43 -0.20 1.10
C2 1.80 0.77 -0.04
O1 1.47 0.07 -1.23
H1 3.06 -1.30 0.28
H2 2.17 -2.04 1.62
H3 3.27 -0.71 1.97
H4 0.75 -0.74 0.53
H5 2.88 0.83 0.05
H6 1.50 1.80 0.27
C3 -2.80 -1.22 0.78
C4 -1.93 -0.57 -0.28
C5 -1.67 0.77 -0.28
N2 -1.32 1.57 -1.35
H7 -2.98 -0.56 1.58
H8 -3.76 -1.52 0.26
H9 -2.39 -2.18 1.16
H10 -1.63 -1.24 -1.12
H11 -1.81 1.29 0.67
H12 -1.42 1.25 -2.28
H13 -0.57 2.24 -1.16
H14 0.79 0.95 -0.84

Output
LUMO level in eV: 0.87
2S+1: 1
Gap between HOMO and LUMO in eV: 9.04

---

*b*
Formula: C5H14N2O
Source: OMol25
Level of theory: ωB97M-V/def2-TZVPD

Cartesian coordinates (Å):
N1 -0.07 -3.26 0.45
C1 0.37 -2.07 1.15
C2 -0.49 -0.81 0.91
N2 0.23 0.25 0.23
C3 0.59 -0.17 -1.13
C4 -0.55 1.47 0.23
C5 0.20 2.67 -0.37
O1 -0.17 2.91 -1.72
H1 -0.89 -3.76 0.77
H2 0.42 -3.57 -0.37
H3 0.44 -2.29 2.21
H4 1.39 -1.88 0.82
H5 -0.90 -0.47 1.85
H6 -1.36 -1.17 0.34
H7 1.64 -0.49 -1.12
H8 0.55 0.67 -1.81
H9 -0.05 -0.96 -1.54
H10 -0.83 1.71 1.26
H11 -1.52 1.39 -0.29
H12 0.04 3.52 0.27
H13 1.27 2.43 -0.31
H14 -0.31 3.86 -1.83

Output
LUMO level in eV: 0.93
SMILES: CN(CCN)CCO
2S+1: 1
Gap between HOMO and LUMO in eV: 9.39

---

*c*
Formula: C5H14N2O
Source: OMol25
Level of theory: ωB97M-V/def2-TZVPD

Cartesian coordinates (Å):
C1 1.04 0.18 0.63
C2 0.98 -0.86 1.73
C3 0.70 1.52 0.87
N1 1.98 -0.08 -0.42
H1 -0.23 -0.25 -0.12
H2 2.67 0.65 -0.54
H3 2.43 -0.98 -0.35
H4 0.31 1.76 1.85
H5 0.12 -0.69 2.37
H6 0.90 -1.87 1.31
H7 1.89 -0.82 2.34
H8 -0.52 1.68 -0.04
H9 1.31 2.30 0.43
C4 -2.21 -1.06 -0.65
C5 -1.12 -0.06 -0.99
O1 -0.48 -0.40 -2.20
N2 -1.43 1.26 -0.76
H10 0.46 -0.16 -2.10
H11 -1.33 1.80 -1.63
H12 -2.67 -0.80 0.30
H13 -1.81 -2.07 -0.61
H14 -2.98 -1.02 -1.43

Output
LUMO level in eV: 0.67
SMILES: C[C@H](N)O.C=C(C)N
2S+1: 1
Gap between HOMO and LUMO in eV: 8.95

---

Which structure is the most stable? The one labeled *b*.

---

*a*
Formula: C5H14N2O
Source: OMol25
Level of theory: ωB97M-V/def2-TZVPD

Cartesian coordinates (Å):
C1 -0.60 -0.49 -1.47
C2 -1.53 0.51 -1.57
C3 1.64 -0.20 0.47
C4 -0.90 -1.80 -0.84
C5 2.71 0.69 1.09
N1 -1.46 1.47 0.26
N2 -1.89 0.60 1.20
O1 -0.29 1.89 0.47
H1 0.77 0.54 0.27
H2 0.35 -0.37 -1.97
H3 -2.88 0.41 1.19
H4 -1.29 0.47 2.02
H5 -2.58 0.26 -1.49
H6 -1.32 1.38 -2.18
H7 2.04 -0.77 -0.36
H8 1.26 -0.92 1.21
H9 -1.88 -2.18 -1.17
H10 -0.14 -2.54 -1.09
H11 -0.94 -1.70 0.25
H12 3.15 1.34 0.33
H13 2.29 1.32 1.86
H14 3.51 0.09 1.53

Output
LUMO level in eV: 0.35
SMILES: C=CC.NN=O.CC
2S+1: 1
Gap between HOMO and LUMO in eV: 8.59

---

*b*
Formula: C5H14N2O
Source: OMol25
Level of theory: ωB97M-V/def2-TZVPD

Cartesian coordinates (Å):
C1 3.09 0.95 -1.02
N1 2.70 1.07 0.37
O1 0.12 -0.18 0.33
H1 1.84 0.46 0.55
H2 2.40 2.02 0.56
H3 2.28 1.14 -1.74
H4 3.90 1.65 -1.23
H5 3.46 -0.06 -1.20
C2 -1.10 -2.36 0.77
C3 -1.74 1.51 0.44
C4 -1.10 -1.01 0.10
N2 -1.68 -1.04 -1.19
C5 -1.15 0.21 0.91
H6 -1.65 -0.14 -1.65
H7 -1.24 -1.73 -1.78
H8 -1.16 0.07 1.99
H9 -0.63 -2.30 1.75
H10 -2.12 -2.71 0.88
H11 -0.55 -3.07 0.16
H12 -1.35 2.33 1.04
H13 -2.82 1.48 0.55
H14 -1.50 1.71 -0.60

Output
LUMO level in eV: 0.89
SMILES: C[C@@H]1O[C@]1(C)N.CN
2S+1: 1
Gap between HOMO and LUMO in eV: 9.41

---

*c*
Formula: C5H14N2O
Source: OMol25
Level of theory: ωB97M-V/def2-TZVPD

Cartesian coordinates (Å):
C1 -0.29 1.94 0.34
N1 -1.68 2.24 0.72
C2 -0.14 0.48 -0.03
C3 -0.41 -0.49 1.12
C4 -1.51 -1.50 0.80
N2 1.17 0.31 -0.67
C5 1.33 -0.79 -1.55
O1 1.57 -2.07 -0.93
H1 0.08 2.56 -0.47
H2 0.33 2.21 1.19
H3 -2.12 2.96 0.16
H4 -1.77 2.35 1.71
H5 -0.81 0.27 -0.87
H6 -0.62 0.06 2.04
H7 0.49 -1.06 1.30
H8 -1.96 -1.91 1.71
H9 -2.33 -1.02 0.28
H10 -1.15 -2.32 0.18
H11 1.92 0.44 0.00
H12 0.43 -0.92 -2.15
H13 2.16 -0.60 -2.22
H14 2.21 -1.96 -0.22

Output
LUMO level in eV: 0.96
SMILES: CC[C@@H](CN)NCO
2S+1: 1
Gap between HOMO and LUMO in eV: 9.85

---

Which structure is the most stable? The one labeled *c*.